Arrangement w

The following is a DFT calculation (wB97M-V/def2-TZVPD) of a structure of composition C5H10NOS.

Each line ends with the natural charge from an NBO analysis.
Positions of all 18 atoms, in Å:
C 0.67346 -1.79902 -0.69788  -0.136
C 1.76097 -1.87783 0.07288  -0.296
C -0.14573 0.02762 0.70183  0.335
C 0.36755 0.39940 -1.69462  -0.435
C -1.83076 0.18365 2.48311  -0.240
N -0.16198 -0.47819 -0.63419  -0.440
O -0.95213 -0.54071 1.59177  -0.506
S 2.06688 -0.46070 1.13009  0.115
H 0.45387 -2.59280 -1.44951  0.263
H 2.52077 -2.61676 0.04871  0.273
H -0.13304 1.17858 0.66140  0.220
H -0.33192 1.21227 -1.71233  0.225
H 1.41944 0.67430 -1.43176  0.265
H 0.40723 -0.04839 -2.79241  0.274
H -1.42836 1.21466 2.60233  0.196
H -1.83398 -0.26818 3.45250  0.228
H -2.81527 0.14329 2.08019  0.206
H -1.15524 -0.71958 -0.78244  0.455

- Lowest unoccupied orbital energy: -4.126 eV
- HOMO-LUMO gap: 8.729 eV
- Total charge: +1
- M: 132.21 g mol⁻¹


Arrangement x

The following is a DFT calculation (wB97M-V/def2-TZVPD) of the ion C5H10NOS with charge +1.

Each line ends with the natural charge from an NBO analysis.
Positions of all 18 atoms, in Å:
C 1.68407 0.90765 0.13615  -0.653
C 0.46216 0.18484 -0.14697  0.050
C 0.13350 -1.10024 -0.07397  -0.071
C 0.96969 -2.24796 0.35991  -0.676
S -1.62537 -1.32137 -0.36732  0.254
C -1.89473 0.59741 -0.25406  0.173
O -2.14030 1.20813 0.97240  -0.716
N -0.56920 1.06337 -0.67479  -0.532
H 1.54782 1.36515 1.04253  0.240
H 1.79732 1.78657 -0.52117  0.230
H 2.66411 0.22839 0.19230  0.265
H 0.49659 -3.23936 0.63261  0.273
H 1.72855 -1.91983 1.06896  0.255
H 1.58856 -2.38374 -0.58626  0.254
H -2.60574 0.93711 -0.99752  0.206
H -3.10525 1.00645 1.38095  0.538
H -0.56896 2.06682 -0.49327  0.461
H -0.56282 0.86062 -1.67050  0.449

- Structure (SMILES): CC1=C(C)S[C@@H](O)[NH2+]1
- Lowest unoccupied orbital energy: -3.325 eV
- HOMO-LUMO gap: 9.635 eV
- Total charge: +1
- M: 132.21 g mol⁻¹


Arrangement y

The following is a DFT calculation (wB97M-V/def2-TZVPD) of the ion C5H10NOS with charge +1.

Each line ends with the natural charge from an NBO analysis.
Positions of all 18 atoms, in Å:
C 0.34372 -0.00920 -1.24852  0.230
C -1.13637 1.36605 1.54145  -0.210
C 1.72215 0.47942 0.64646  0.079
C -0.36948 -1.00758 -2.13946  -0.683
C -2.11833 0.35020 1.24996  -0.733
N 0.92921 -0.32306 -0.15878  -0.469
O 2.12710 -0.22382 1.70591  -0.717
S 0.32308 1.89754 1.38542  0.502
H 2.42442 1.16512 0.06082  0.213
H -0.79428 -1.78459 -1.48697  0.242
H 0.52474 -1.34543 -2.69861  0.273
H -1.04019 -0.58512 -2.94083  0.276
H -2.52679 -0.16802 2.11676  0.292
H -1.72367 -0.47277 0.55013  0.185
H -2.92422 1.02094 0.68983  0.293
H 0.39480 1.03656 -1.64976  0.237
H 0.71492 -1.25441 0.37008  0.454
H 3.12919 -0.14184 2.00611  0.536

- Lowest unoccupied orbital energy (spin up / spin down): -4.539 / -4.537 eV
- HOMO-LUMO gap (spin up / spin down): 6.815 / 6.818 eV
- Total charge: +1
- M: 132.21 g mol⁻¹


arrangement x is the most stable structure; the next one sits 33.7 kcal/mol above it.


Arrangement w

The following is a DFT calculation (wB97M-V/def2-TZVPD) of a structure of composition C36H65BaN2O7P2S2Si.

Each line ends with the Löwdin charge.
Positions of all 116 atoms, in Å:
Ba -0.45334 -0.45660 1.24002  1.765
C 5.72703 -4.37203 4.94688  -0.056
C 4.53322 -3.47826 4.74302  -0.274
C 3.64272 -3.72128 3.69733  -0.033
C 2.53402 -2.91733 3.50553  -0.055
C 2.31122 -1.84725 4.36522  -0.269
C 3.17588 -1.59102 5.41360  -0.046
C 4.28318 -2.40997 5.59609  -0.040
S 0.95405 -0.76102 4.03873  0.521
O -0.10937 -1.63476 3.54028  -0.484
O 0.67425 -0.01474 5.23931  -0.295
N 1.41340 0.08608 2.80869  -0.364
C 1.51896 1.46340 2.73699  -0.446
C 2.03270 2.27049 3.76399  -0.016
C 2.12191 3.62602 3.54111  -0.075
C 1.71178 4.15497 2.31820  -0.082
C 1.22291 3.28281 1.36833  -0.146
N 1.12408 1.96488 1.55961  0.023
H 6.25935 -4.53506 4.00874  0.078
H 5.42065 -5.35046 5.32290  0.081
H 6.42512 -3.94166 5.66421  0.071
H 3.82229 -4.55124 3.02289  0.117
H 1.83785 -3.11148 2.69789  0.098
H 2.97515 -0.76193 6.07920  0.111
H 4.96396 -2.21315 6.41627  0.108
H 2.32537 1.82248 4.70154  0.102
H 2.51362 4.27670 4.31389  0.103
H 1.76878 5.21385 2.10855  0.094
H 0.89801 3.63857 0.39683  0.088
C -4.46517 2.03157 0.62673  -0.027
C -4.53360 1.62499 -0.83975  -0.635
C -5.61023 2.42387 -1.56805  -0.036
C -4.82362 0.13121 -0.95192  -0.037
O -3.26162 1.96927 -1.39977  -0.162
Si -2.36802 1.22700 -2.57977  -0.183
S -1.33686 -0.43257 -1.99587  0.267
O -3.48126 0.99820 -3.80075  -0.166
C -3.39520 0.20794 -4.97837  -0.666
C -4.46083 0.75894 -5.92145  -0.037
C -3.69601 -1.24983 -4.64352  -0.046
C -2.01323 0.33642 -5.61639  -0.041
O -1.32224 2.40499 -3.12246  -0.176
C -1.47896 3.81046 -3.27761  -0.645
C -1.27060 4.47824 -1.92027  -0.021
C -2.84365 4.17448 -3.85870  -0.024
C -0.38923 4.24972 -4.25055  -0.033
H -5.41667 1.84072 1.12820  0.089
H -4.22716 3.09447 0.71003  0.084
H -3.69377 1.45073 1.13356  0.055
H -6.59603 2.20188 -1.15204  0.083
H -5.60799 2.16321 -2.62783  0.077
H -5.42350 3.49512 -1.46523  0.080
H -5.72578 -0.10957 -0.38500  0.092
H -3.99904 -0.45212 -0.54247  0.047
H -4.97613 -0.15242 -1.99397  0.070
H -5.44106 0.70140 -5.44479  0.083
H -4.48874 0.19011 -6.85396  0.080
H -4.25160 1.80517 -6.15253  0.075
H -4.68775 -1.33133 -4.19331  0.081
H -2.96230 -1.63173 -3.93295  0.040
H -3.67486 -1.85846 -5.55119  0.081
H -1.80614 1.38031 -5.86016  0.078
H -1.96247 -0.25733 -6.53276  0.084
H -1.24362 -0.01702 -4.92744  0.053
H -2.07683 4.20513 -1.23924  0.079
H -1.23356 5.56582 -2.02341  0.084
H -0.32558 4.13168 -1.49243  0.068
H -3.64103 3.84172 -3.20146  0.065
H -2.98041 3.69595 -4.83005  0.079
H -2.91923 5.25800 -3.98518  0.086
H 0.59857 4.02804 -3.84357  0.056
H -0.45457 5.32154 -4.44967  0.083
H -0.49819 3.70792 -5.19197  0.083
C 3.16741 -3.04601 -0.20922  -0.294
P 2.81873 -1.24526 -0.39849  0.835
C 3.91991 -0.56460 0.90886  -0.293
C 3.91057 -0.92579 -1.85794  -0.454
C 4.17033 0.55963 -2.12339  -0.463
P 2.63448 1.59862 -2.09228  0.846
C 1.86038 0.95094 -3.61869  -0.303
C 3.39162 3.14786 -2.74585  -0.315
H 4.20544 -3.23708 0.07658  0.037
H 2.96646 -3.54586 -1.15929  0.039
H 2.49543 -3.47535 0.53370  0.004
H 4.95847 -0.87623 0.75987  0.044
H 3.57566 -0.90084 1.88582  0.006
H 3.86000 0.52533 0.89951  0.028
H 3.44203 -1.39066 -2.72927  0.069
H 4.85916 -1.44606 -1.68441  0.073
H 4.65450 0.68609 -3.09822  0.071
H 4.85981 0.95209 -1.36990  0.065
H 2.57162 0.92979 -4.45164  0.043
H 0.99012 1.55347 -3.87645  0.012
H 1.47158 -0.05012 -3.42633  0.010
H 3.91608 2.98559 -3.69195  0.034
H 4.09576 3.54750 -2.01315  0.028
H 2.61376 3.89751 -2.89886  0.008
C -2.12075 -3.63744 -0.33654  -0.161
C -2.31152 -4.23477 1.07167  -0.143
C -0.91265 -4.15559 1.70280  -0.190
O -0.11643 -3.33377 0.82935  -0.301
C -0.60975 -3.58526 -0.49599  -0.237
H -2.53142 -2.62918 -0.38564  0.063
H -2.58986 -4.22961 -1.12248  0.113
H -2.64979 -5.27139 1.02736  0.103
H -3.03202 -3.64885 1.64341  0.068
H -0.44276 -5.14441 1.76733  0.116
H -0.90387 -3.69047 2.68537  0.098
H -0.20522 -4.54097 -0.85676  0.123
H -0.25814 -2.78597 -1.14803  0.047
C -3.72506 -0.19217 3.62821  -0.163
C -3.52765 -1.23022 2.52363  -0.294
O -2.77357 -0.79138 1.60438  -0.549
H -3.29833 0.79338 3.38578  0.049
H -3.24093 -0.59155 4.52617  0.056
H -4.78887 -0.09844 3.86290  0.048

- Lowest unoccupied orbital energy: 2.098 eV
- HOMO-LUMO gap: 5.451 eV
- Total charge: -1
- M: 929.42 g mol⁻¹


Arrangement x

The following is a DFT calculation (wB97M-V/def2-TZVPD) of a structure of composition C36H65BaN2O7P2S2Si.

Each line ends with the Löwdin charge.
Positions of all 116 atoms, in Å:
Ba -0.91482 -0.67302 -0.77614  1.720
C 0.95099 -3.43397 -8.51749  -0.062
C 0.25184 -2.42080 -7.65046  -0.283
C 0.36350 -2.47339 -6.26534  -0.029
C -0.30034 -1.56344 -5.45494  -0.040
C -1.08347 -0.57960 -6.03903  -0.273
C -1.19481 -0.49800 -7.41937  -0.058
C -0.53315 -1.41927 -8.21595  -0.051
S -1.97578 0.58672 -5.02473  0.565
O -3.26982 -0.00637 -4.77549  -0.324
O -1.96772 1.83160 -5.76781  -0.331
N -1.20072 0.65141 -3.64082  -0.150
C 0.04678 1.20570 -3.57479  -0.424
C 0.80878 1.71696 -4.65617  -0.015
C 2.05678 2.23541 -4.41874  -0.077
C 2.57128 2.26186 -3.12299  -0.092
C 1.77307 1.74537 -2.12515  -0.175
N 0.55624 1.24222 -2.32780  -0.006
H 1.87742 -3.77533 -8.05510  0.072
H 1.18963 -3.01843 -9.49723  0.070
H 0.31996 -4.31200 -8.67589  0.079
H 0.98854 -3.22802 -5.80100  0.113
H -0.17538 -1.60850 -4.38113  0.078
H -1.78954 0.29456 -7.85475  0.111
H -0.61851 -1.35459 -9.29542  0.105
H 0.39699 1.72101 -5.65270  0.093
H 2.63668 2.62679 -5.24671  0.102
H 3.54835 2.66774 -2.90151  0.081
H 2.10991 1.73809 -1.09267  0.063
C -5.68741 -1.30534 -1.05737  -0.017
C -4.25455 -0.84470 -1.29993  -0.633
C -4.24551 0.59312 -1.78368  -0.028
C -3.56006 -1.77656 -2.29689  -0.063
O -3.51400 -0.85093 -0.05557  -0.364
Si -3.55219 -1.82600 1.30221  -0.232
S -1.78714 -1.48003 2.28011  0.267
O -3.75788 -3.32846 0.64628  -0.161
C -4.08560 -4.56854 1.27332  -0.650
C -5.60337 -4.72709 1.24745  -0.030
C -3.57055 -4.62533 2.70828  -0.049
C -3.41680 -5.64789 0.43170  -0.030
O -4.95991 -1.56215 2.13090  -0.156
C -5.30708 -0.46114 2.97657  -0.654
C -4.77540 0.85581 2.41814  -0.034
C -6.83166 -0.43605 3.00845  -0.034
C -4.74848 -0.72061 4.37146  -0.043
H -6.26299 -1.22168 -1.98086  0.093
H -6.15581 -0.68307 -0.29291  0.077
H -5.70793 -2.34127 -0.71899  0.076
H -4.72426 0.67213 -2.75969  0.089
H -3.23087 0.97518 -1.93132  0.049
H -4.75076 1.23303 -1.05682  0.086
H -4.24247 -2.03154 -3.10642  0.096
H -3.26499 -2.69296 -1.77800  0.084
H -2.70317 -1.30736 -2.78660  0.015
H -6.06929 -3.90966 1.79900  0.078
H -5.90086 -5.67774 1.69621  0.082
H -5.96355 -4.70110 0.21701  0.082
H -4.04047 -3.85249 3.31949  0.072
H -2.49282 -4.46492 2.73603  0.070
H -3.80246 -5.60030 3.14397  0.086
H -3.76426 -5.58277 -0.60078  0.085
H -3.64695 -6.64278 0.81931  0.082
H -2.33538 -5.50495 0.44047  0.089
H -5.15948 1.02900 1.41158  0.078
H -3.68486 0.84684 2.37084  0.059
H -5.09246 1.68104 3.06042  0.088
H -7.22472 -0.27255 2.00361  0.078
H -7.19314 0.36153 3.66109  0.082
H -7.21187 -1.39079 3.37585  0.083
H -3.66069 -0.78142 4.33244  0.044
H -5.13771 -1.66588 4.75542  0.084
H -5.04060 0.08077 5.05515  0.083
C 1.71126 -2.70518 2.21101  -0.307
P 1.92451 -0.91055 1.91920  0.809
C 1.40239 -0.23065 3.54785  -0.312
C 3.76266 -0.84323 2.20275  -0.454
C 4.33315 0.54018 2.51042  -0.465
P 3.84993 1.83382 1.28821  0.834
C 4.59488 1.09053 -0.21854  -0.308
C 5.15768 3.07080 1.67886  -0.325
H 2.13378 -3.00487 3.17437  0.039
H 2.19471 -3.25688 1.40403  0.017
H 0.64602 -2.93618 2.18441  -0.014
H 1.96311 -0.68152 4.37231  0.042
H 0.33666 -0.41336 3.69095  -0.020
H 1.56551 0.84940 3.55596  0.022
H 4.24536 -1.25838 1.31263  0.062
H 3.99731 -1.52143 3.03072  0.073
H 5.42760 0.49099 2.55111  0.073
H 3.99154 0.87524 3.49369  0.063
H 5.59108 0.68796 -0.01391  0.045
H 4.67295 1.84824 -0.99749  0.020
H 3.95364 0.29601 -0.60301  0.029
H 6.15751 2.62889 1.65819  0.033
H 4.97907 3.49431 2.66844  0.028
H 5.11503 3.88592 0.95500  0.027
C -0.32807 4.03337 -0.08606  -0.153
C -0.25895 3.63421 1.38747  -0.156
C -0.52669 2.13876 1.31677  -0.222
O -1.38293 1.94396 0.17246  -0.304
C -1.45865 3.15372 -0.59560  -0.195
H 0.60059 3.76996 -0.59582  0.099
H -0.52128 5.09480 -0.23907  0.112
H -1.04641 4.13688 1.95418  0.113
H 0.70180 3.85521 1.85210  0.103
H -1.02673 1.72224 2.19179  0.106
H 0.40819 1.58545 1.15878  0.064
H -2.43654 3.61624 -0.42517  0.124
H -1.36470 2.89425 -1.64969  0.105
C 2.31044 -3.44633 -1.48871  -0.153
C 1.10232 -2.52785 -1.32980  -0.484
O 0.75981 -1.95651 -2.39304  -0.341
H 2.59625 -3.57144 -2.54071  0.054
H 2.12102 -4.41487 -1.02031  0.051
H 3.14437 -2.98973 -0.94136  0.046

- Lowest unoccupied orbital energy: 2.265 eV
- HOMO-LUMO gap: 6.251 eV
- Total charge: -1
- M: 929.42 g mol⁻¹


arrangement x is the most stable structure; the next one sits 25.8 kcal/mol above it.


Arrangement w

The following is a DFT calculation (wB97M-V/def2-TZVPD) of an isolated molecule of S2.

Each line ends with the natural charge from an NBO analysis.
Positions of all 2 atoms, in Å:
S -0.38192 0.70890 0.44536  0.000
S 0.38192 -0.70890 -0.44536  0.000

- Lowest unoccupied orbital energy: -2.362 eV
- HOMO-LUMO gap: 5.770 eV
- M: 64.13 g mol⁻¹


Arrangement x

The following is a DFT calculation (wB97M-V/def2-TZVPD) of an isolated molecule of S2.

Each line ends with the natural charge from an NBO analysis.
Positions of all 2 atoms, in Å:
S 1.02099 -0.45571 -0.26735  0.000
S -1.02099 0.45571 0.26735  0.000

- Lowest unoccupied orbital energy: -3.660 eV
- HOMO-LUMO gap: 5.630 eV
- M: 64.13 g mol⁻¹


arrangement w is the most stable structure; the next one sits 37.2 kcal/mol above it.